[1]
The following is a DFT calculation (ωB97M-V/def2-TZVPD) of C20H25N9O8Ru as an isolated structure.

Values from the calculation:
2S+1: 2
Energy above the lowest of the compared OMol25 structures with the same formula, charge and spin, kJ/mol: 0.0
E_HOMO (alpha / beta), eV: -11.95 / -11.89
⟨S²⟩: 0.754
Net charge: +1
Gap between HOMO and LUMO (alpha / beta), eV: 9.33 / 7.48

Geometry as XYZ:
```
63
Properties=species:S:1:pos:R:3:forces:R:3:mulliken_spin:R:1
Ru -0.409854 0.004209 0.185706 0.0 0.7 0.4 0.906
O 2.276720 4.397498 -2.593204 0.0 0.0 0.0 0.000
C 1.913650 3.470880 -3.465211 0.0 0.0 0.0 0.000
O 2.179032 3.529774 -4.634228 0.0 0.0 0.0 0.000
C 1.125021 2.307081 -2.948718 0.0 0.0 0.0 -0.002
C 0.595613 1.342872 -3.780347 0.0 0.0 0.0 -0.001
N -0.020714 0.435158 -3.003172 -0.1 0.0 0.0 -0.008
N 0.073025 0.757890 -1.711414 0.0 -0.2 0.0 0.006
C 0.762529 1.889940 -1.656261 0.0 0.0 0.0 0.018
C 0.996531 2.456063 -0.291940 0.0 -0.1 0.1 -0.005
O 1.561487 3.521442 -0.137574 0.0 0.0 0.0 0.018
O 0.552569 1.705605 0.676547 0.0 0.2 -0.1 0.009
H 2.020342 4.173113 -1.667490 0.0 0.0 0.0 0.000
H 0.626686 1.269596 -4.854472 0.0 0.0 0.0 0.000
H -0.550501 -0.373821 -3.286250 0.0 0.0 0.0 -0.002
O -2.933843 -3.977057 3.596592 0.0 0.0 0.0 0.000
C -2.443461 -2.993945 4.337665 0.0 0.0 0.0 0.000
O -2.554984 -2.954703 5.531512 0.0 0.0 0.0 0.000
C -1.715268 -1.901677 3.622061 0.0 0.0 0.0 -0.001
C -1.074138 -0.861501 4.263795 0.0 0.0 0.0 0.001
N -0.541021 -0.065299 3.316265 -0.1 0.0 0.0 -0.003
N -0.814991 -0.538046 2.100654 0.0 0.1 0.0 -0.004
C -1.519558 -1.642644 2.255899 0.0 0.0 -0.1 0.015
C -1.904549 -2.311169 0.973698 0.0 0.1 0.0 -0.013
O -2.477167 -3.381756 0.967845 -0.1 0.0 0.0 0.023
O -1.566100 -1.633580 -0.090039 0.2 -0.1 -0.2 0.017
H -2.794514 -3.843424 2.630155 0.0 0.0 0.0 0.000
H -0.980905 -0.656162 5.316872 0.0 0.0 0.0 0.000
H -0.027893 0.797279 3.417848 0.0 0.0 0.0 -0.001
C 2.928441 -1.778540 -2.714126 0.0 0.0 0.0 0.000
N 2.163560 -1.960664 -1.483262 -0.2 0.2 -0.1 0.012
C 0.921719 -2.704894 -1.620347 0.0 -0.1 0.0 0.000
C 2.417028 -1.218798 -0.384758 0.2 0.0 0.0 0.001
N 1.452792 -0.834000 0.436132 -0.3 -0.1 -0.2 0.000
N 3.710717 -0.895288 -0.138694 -0.1 0.0 0.0 0.009
C 4.042881 0.176749 0.787246 0.0 0.0 0.0 0.003
C 4.796864 -1.835157 -0.405674 0.0 0.0 0.0 0.000
H 2.239032 -1.549505 -3.529020 0.0 0.0 0.0 0.000
H 3.481420 -2.681094 -2.977147 0.0 0.0 0.0 0.000
H 3.623085 -0.950005 -2.611479 0.0 0.0 0.0 0.000
H 1.078550 -3.488669 -2.359367 0.0 0.0 0.0 0.000
H 0.086902 -2.082504 -1.944953 0.0 0.0 0.0 0.001
H 0.650700 -3.169891 -0.676211 0.0 0.1 0.0 0.002
H 1.828897 -0.487694 1.308347 0.0 -0.2 0.1 0.001
H 3.304714 0.974891 0.735530 0.0 0.0 0.0 -0.002
H 5.007314 0.593724 0.501877 0.0 0.0 0.0 0.001
H 4.121178 -0.182350 1.819031 0.0 0.0 0.0 0.001
H 4.400646 -2.771396 -0.786644 0.0 0.0 0.0 0.000
H 5.325146 -2.040285 0.526902 0.0 0.0 0.0 0.001
H 5.509109 -1.426415 -1.123629 0.0 0.0 0.0 0.000
N -5.979200 2.701524 1.014776 0.0 0.0 0.0 0.002
C -4.758006 2.213214 0.730477 0.0 0.0 0.0 0.002
C -4.582412 1.134461 -0.153520 0.0 0.0 0.0 -0.003
C -3.322673 0.654668 -0.392594 0.0 0.1 -0.1 0.003
N -2.213019 1.161580 0.179566 0.0 -0.4 0.1 -0.005
C -2.375106 2.205602 1.011825 0.0 0.0 0.0 0.003
C -3.594764 2.754548 1.305306 0.0 0.0 0.0 -0.002
H -6.799541 2.332239 0.569109 0.0 0.0 0.0 0.000
H -6.090721 3.506938 1.603575 0.0 0.0 0.0 0.000
H -5.429267 0.678762 -0.648226 0.0 0.0 0.0 0.000
H -3.177680 -0.176725 -1.067335 0.0 -0.1 0.1 0.000
H -1.471814 2.618239 1.440940 0.0 0.0 0.0 -0.002
H -3.650239 3.603120 1.973556 0.0 0.0 0.0 0.000
```
Positions in Å, forces in eV/Å.

---

[2]
The following is a DFT calculation (ωB97M-V/def2-TZVPD) of one molecule with the formula C3H8N2S2 in a non-equilibrium geometry.

Values from the calculation:
2S+1: 1
Energy above the lowest of the compared OMol25 structures with the same formula, charge and spin, kJ/mol: 105.9
E_HOMO, eV: -8.66
SMILES: [H]/N=C/NSCSC
Net charge: 0
Gap between HOMO and LUMO, eV: 9.31

Geometry as XYZ:
```
15
Properties=species:S:1:pos:R:3:forces:R:3:nbo_charge:R:1
H 0.185319 -2.465352 -1.541047 -0.1 0.9 -0.1 0.344
N 0.296619 -1.640598 -0.924500 0.0 -1.7 -0.2 -0.700
C 0.427458 -2.168615 0.224516 0.4 0.9 1.3 0.268
N 0.695427 -1.411596 1.371542 -0.2 -0.5 -0.1 -0.795
S 1.002457 0.276985 1.360404 -0.1 -0.8 0.3 0.439
C -0.628500 0.923090 0.980194 -1.5 0.0 0.7 -0.734
S -0.515636 2.573495 0.248732 0.1 -1.1 -0.8 0.201
C -0.036551 2.022806 -1.446573 -0.6 1.0 0.6 -0.719
H 0.381497 -3.238690 0.523876 -0.1 0.4 -0.6 0.154
H 0.517300 -1.933547 2.235830 0.3 0.8 -0.4 0.397
H -1.121377 0.125358 0.413622 0.2 0.6 -0.7 0.243
H -1.351244 1.045606 1.818419 1.0 0.0 0.1 0.228
H -0.913596 1.693267 -2.005441 0.1 -0.2 0.2 0.215
H 0.338424 2.932594 -1.903186 0.3 -0.1 -0.3 0.218
H 0.722404 1.265199 -1.356387 0.2 -0.3 -0.1 0.241
```
Positions in Å, forces in eV/Å.

---

Question: The highest 2S+1 belongs to which entry?
Answer: C20H25N9O8Ru

---

Question: Which of these has the highest net charge?
Answer: C20H25N9O8Ru

---

Question: Which value of net charge does entry 2 give?
Answer: 0

---

Repeat the second record exactly.
The following is a DFT calculation (ωB97M-V/def2-TZVPD) of one molecule with the formula C3H8N2S2 in a non-equilibrium geometry.

Values from the calculation:
2S+1: 1
Energy above the lowest of the compared OMol25 structures with the same formula, charge and spin, kJ/mol: 105.9
E_HOMO, eV: -8.66
SMILES: [H]/N=C/NSCSC
Net charge: 0
Gap between HOMO and LUMO, eV: 9.31

Geometry as XYZ:
```
15
Properties=species:S:1:pos:R:3:forces:R:3:nbo_charge:R:1
H 0.185319 -2.465352 -1.541047 -0.1 0.9 -0.1 0.344
N 0.296619 -1.640598 -0.924500 0.0 -1.7 -0.2 -0.700
C 0.427458 -2.168615 0.224516 0.4 0.9 1.3 0.268
N 0.695427 -1.411596 1.371542 -0.2 -0.5 -0.1 -0.795
S 1.002457 0.276985 1.360404 -0.1 -0.8 0.3 0.439
C -0.628500 0.923090 0.980194 -1.5 0.0 0.7 -0.734
S -0.515636 2.573495 0.248732 0.1 -1.1 -0.8 0.201
C -0.036551 2.022806 -1.446573 -0.6 1.0 0.6 -0.719
H 0.381497 -3.238690 0.523876 -0.1 0.4 -0.6 0.154
H 0.517300 -1.933547 2.235830 0.3 0.8 -0.4 0.397
H -1.121377 0.125358 0.413622 0.2 0.6 -0.7 0.243
H -1.351244 1.045606 1.818419 1.0 0.0 0.1 0.228
H -0.913596 1.693267 -2.005441 0.1 -0.2 0.2 0.215
H 0.338424 2.932594 -1.903186 0.3 -0.1 -0.3 0.218
H 0.722404 1.265199 -1.356387 0.2 -0.3 -0.1 0.241
```
Positions in Å, forces in eV/Å.